DFT (the ωB97M-V functional and the def2-TZVPD basis) results for a cluster of 4 separate species, C4H18NO3 in total.

Structure (XYZ):
```
26
Properties=species:S:1:pos:R:3:lowdin_charge:R:1
C -0.139 -0.478 -1.524 -0.15
C -1.293 -1.345 -0.848 -0.42
C -1.961 -2.361 -1.748 -0.09
C -0.896 -1.781 0.549 -0.09
N 0.592 0.588 -0.789 0.11
H 0.600 -1.307 -1.791 0.14
H -0.386 -0.204 -2.564 0.13
H -2.225 -0.527 -0.726 0.18
H -2.842 -1.891 -2.143 0.07
H -1.249 -2.835 -2.484 0.10
H -2.451 -3.332 -1.378 0.11
H -0.703 -0.996 1.191 -0.01
H 0.071 -2.507 0.600 0.15
H -1.640 -2.456 1.082 0.11
H 0.012 0.638 0.054 0.09
H 1.629 0.282 -0.595 0.19
H 0.657 1.513 -1.368 0.20
H 1.042 2.688 0.877 0.09
H 2.075 3.439 0.050 0.05
O 1.626 2.637 0.049 -0.04
H -0.879 1.711 2.950 0.13
H -0.133 0.465 2.094 0.04
O -0.508 1.398 2.038 -0.12
H 2.495 0.198 1.942 0.00
H 1.733 1.374 1.370 0.04
O 1.855 0.394 1.387 -0.02
```

Output
ΔE to the lowest compared entry with this formula, charge and spin, kJ/mol: 312.1
Charge: +1
E, eV: -12064.130
Max |F|, Eh/bohr: 0.1291

***

DFT (the ωB97M-V functional and the def2-TZVPD basis) results for a cluster of 5 separate species, C11H24N2O13 in total.

Structure (XYZ):
```
50
Properties=species:S:1:pos:R:3:lowdin_charge:R:1
C 1.413 -1.918 -3.540 -0.03
O 0.004 -1.992 -3.298 0.01
C -0.410 -2.546 -2.154 -0.63
O 0.248 -2.753 -1.171 0.11
O -1.673 -2.880 -2.296 0.01
C -2.246 -3.643 -1.219 -0.02
H 1.533 -2.080 -4.610 0.10
H 1.945 -2.711 -3.019 0.10
H 1.834 -0.945 -3.300 0.07
H -1.909 -3.285 -0.248 0.09
H -1.950 -4.684 -1.326 0.10
H -3.316 -3.494 -1.311 0.09
C 4.496 4.063 1.619 -0.03
O 3.484 3.854 2.610 0.01
C 3.119 2.590 2.792 -0.63
O 3.550 1.642 2.184 0.10
O 2.226 2.559 3.760 0.02
C 1.655 1.285 4.062 -0.01
H 4.880 5.063 1.796 0.09
H 4.053 4.046 0.623 0.09
H 5.295 3.333 1.714 0.10
H 2.061 0.930 5.014 0.11
H 1.873 0.561 3.289 0.06
H 0.590 1.424 4.225 0.10
C -2.428 -0.133 -0.419 -0.01
O -3.471 0.037 0.560 0.02
C -4.572 -0.657 0.337 -0.62
O -4.751 -1.413 -0.580 0.11
O -5.454 -0.364 1.296 0.01
C -6.712 -1.025 1.226 -0.04
H -1.665 0.586 -0.142 0.09
H -2.812 0.062 -1.416 0.11
H -2.002 -1.126 -0.310 0.07
H -6.883 -1.492 0.261 0.09
H -7.477 -0.271 1.409 0.09
H -6.763 -1.777 2.012 0.09
C 2.472 2.319 -2.238 0.04
N 1.188 2.212 -2.963 -0.45
O 0.498 1.226 -2.768 0.05
O 0.906 3.115 -3.709 0.09
H 2.281 2.818 -1.291 0.10
H 3.170 2.912 -2.817 0.10
H 2.869 1.327 -2.058 0.09
C 1.385 -0.631 0.536 0.02
N 1.102 -1.423 1.739 -0.45
O 2.031 -2.023 2.246 0.07
O -0.026 -1.377 2.177 0.07
H 0.471 -0.407 0.006 0.07
H 2.018 -1.202 -0.134 0.10
H 1.871 0.290 0.845 0.08
```

Output
ΔE to the lowest compared entry with this formula, charge and spin, kJ/mol: 0.0
Charge: 0
E, eV: -41388.215
Max |F|, Eh/bohr: 0.0193

***

DFT (the ωB97M-V functional and the def2-TZVPD basis) results for a cluster of 6 separate species, H12O6 in total.

Structure (XYZ):
```
18
Properties=species:S:1:pos:R:3:lowdin_charge:R:1
O 2.442 -0.863 3.237 -0.05
H 1.790 -0.228 3.545 0.02
H 2.028 -1.381 2.544 0.03
O -1.774 -1.970 0.513 -0.06
H -1.901 -1.791 -0.425 0.02
H -1.616 -1.097 0.891 0.02
O -1.191 1.058 3.076 -0.05
H -0.582 1.117 3.819 0.03
H -1.227 1.954 2.732 0.04
O -0.180 -1.018 -2.884 -0.04
H -0.675 -1.014 -3.709 0.06
H 0.468 -1.722 -2.967 0.06
O -0.693 1.142 -0.723 -0.06
H -1.111 0.525 -1.332 0.00
H -0.304 1.833 -1.272 0.02
O 1.426 1.554 -2.868 -0.06
H 1.552 1.972 -3.726 0.04
H 0.879 0.785 -3.091 0.00
```

Output
ΔE to the lowest compared entry with this formula, charge and spin, kJ/mol: 142.2
Charge: 0
E, eV: -12479.640
Max |F|, Eh/bohr: 0.0101

***

DFT (the ωB97M-V functional and the def2-TZVPD basis) results for the molecule C5H7N.

Structure (XYZ):
```
13
Properties=species:S:1:pos:R:3:lowdin_charge:R:1
C 1.146 -0.757 0.006 -0.04
C -0.034 0.363 0.193 -0.72
C -0.544 -0.271 1.434 0.08
N 0.675 1.495 0.505 0.16
C -0.921 0.306 -0.981 -0.08
C -1.596 0.280 -1.978 0.13
H 1.662 -0.436 -0.897 0.08
H 0.728 -1.757 -0.127 0.08
H 1.830 -0.709 0.856 0.08
H -0.493 0.309 2.352 0.06
H -0.556 -1.356 1.536 0.06
H 0.307 2.279 -0.041 0.07
H -2.203 0.252 -2.857 0.03
```

Output
ΔE to the lowest compared entry with this formula, charge and spin, kJ/mol: 589.1
Charge: 0
E, eV: -6782.408
Max |F|, Eh/bohr: 0.0589

***

DFT (the ωB97M-V functional and the def2-TZVPD basis) results for the ion C21H17BrCl2NO3S with charge +1.

Structure (XYZ):
```
46
Properties=species:S:1:pos:R:3:lowdin_charge:R:1
O 2.330 -3.961 1.613 0.15
O -3.427 1.038 -0.659 0.07
Cl 4.126 1.114 -2.325 0.74
Cl 0.811 -3.109 -2.648 0.66
Br 1.952 4.165 -4.016 0.70
O 0.782 -4.282 -0.073 -0.06
S -2.785 -3.495 -0.244 1.19
C 1.870 -3.654 0.559 -0.43
C -2.277 1.290 -0.296 -0.24
C -1.425 -2.102 1.358 -0.25
C -1.630 -3.402 0.993 -0.47
C -3.051 -1.726 -0.038 -0.23
C 3.703 -0.411 -0.095 -0.06
C 2.437 -0.982 -2.162 -0.12
C 1.055 2.958 -1.520 -0.11
C -0.724 3.024 -3.331 -0.07
C 0.112 2.235 -0.762 -0.03
C -1.599 2.371 -2.487 -0.02
C 3.160 -1.580 0.446 -0.02
C 3.319 -0.101 -1.454 -0.66
C 1.923 -2.156 -1.563 -0.46
C 0.630 3.301 -2.846 -0.56
C -1.193 1.917 -1.200 -0.13
C 2.288 -2.478 -0.203 -0.14
N -2.165 -1.095 0.714 0.00
C -0.257 -1.679 2.286 0.02
C -1.970 0.410 0.951 0.02
C 0.019 -5.205 0.625 -0.22
C -1.000 -4.643 1.512 -0.16
H -3.840 -1.203 -0.526 0.10
H 4.444 0.086 0.464 0.10
H 2.261 -0.672 -3.203 0.11
H 2.037 3.218 -1.126 0.10
H -1.089 3.453 -4.237 0.10
H 0.261 1.858 0.296 0.12
H -2.618 2.148 -2.712 0.11
H 3.442 -1.859 1.495 0.14
H -0.615 -1.140 3.164 0.09
H 0.327 -1.010 1.572 0.10
H 0.309 -2.558 2.642 0.08
H -2.711 0.662 1.615 0.11
H -1.038 0.594 1.450 0.10
H 0.606 -5.945 1.107 0.13
H -0.537 -5.900 -0.025 0.15
H -1.694 -5.412 1.738 0.13
H -0.458 -4.393 2.411 0.12
```

Output
ΔE to the lowest compared entry with this formula, charge and spin, kJ/mol: 195.1
Charge: +1
E, eV: -135599.693
Max |F|, Eh/bohr: 0.0699

***

DFT (the ωB97M-V functional and the def2-TZVPD basis) results for a structure of composition C26H34BrCsN8OS2.

Structure (XYZ):
```
73
Properties=species:S:1:pos:R:3:lowdin_charge:R:1
Cs -0.279 0.569 -1.341 0.79
N 1.826 0.251 1.702 0.00
C 1.828 1.473 2.386 -0.32
C 1.209 2.581 1.577 -0.20
N 1.736 2.817 0.206 -0.20
C 3.181 2.670 0.072 -0.21
C 3.773 2.472 -1.359 -0.20
N 2.903 1.445 -2.142 -0.02
C 1.280 4.115 -0.245 -0.22
C 1.048 4.221 -1.736 -0.28
N -0.295 3.735 -2.009 -0.06
H 0.875 -0.090 1.513 -0.03
H 2.136 -0.513 2.284 0.08
H 2.860 1.744 2.658 0.11
H 1.144 1.499 3.259 0.12
H 1.299 3.548 2.125 0.13
H 0.131 2.316 1.456 0.11
H 3.418 1.764 0.601 0.08
H 3.722 3.522 0.579 0.13
H 4.818 2.093 -1.138 0.11
H 3.920 3.403 -1.933 0.09
H 2.867 0.610 -1.576 -0.01
H 3.368 1.169 -2.997 0.05
H 2.023 4.885 0.138 0.14
H 0.281 4.254 0.171 0.11
H 1.715 3.684 -2.443 0.10
H 1.125 5.253 -2.058 0.10
H -0.395 3.511 -2.984 0.05
H -0.967 4.493 -1.805 0.09
S -2.861 -1.726 3.218 0.94
C -1.641 -2.887 2.866 -0.49
C -0.655 -2.480 2.056 -0.22
C -0.841 -1.049 1.568 -0.22
C -1.964 -0.592 2.205 -0.59
C -2.541 0.790 2.095 -0.31
C -3.131 1.467 3.171 -0.05
C -3.696 2.715 2.966 -0.09
C -3.683 3.278 1.713 -0.06
C -3.065 2.510 0.672 -0.17
N -2.517 1.357 0.877 0.05
H -1.822 -3.842 3.355 0.05
H 0.169 -3.119 1.715 0.08
H -3.093 0.957 4.178 0.12
H -4.232 3.183 3.806 0.11
H -4.226 4.161 1.475 0.08
H -3.161 2.972 -0.318 0.10
O -6.996 -1.187 -0.544 0.07
C -5.730 -1.431 -0.988 -0.31
C -4.652 -1.457 -0.150 0.00
C -3.394 -1.646 -0.713 -0.11
N -3.204 -1.732 -2.038 0.02
C -4.228 -1.542 -2.834 -0.77
Br -3.921 -1.615 -4.724 0.70
C -5.510 -1.403 -2.374 -0.06
H -6.998 -1.149 0.417 0.11
H -4.782 -1.534 0.931 0.10
H -2.513 -1.705 -0.095 0.07
H -6.343 -1.421 -3.136 0.13
N 2.915 -6.699 -1.174 0.09
C 3.922 -5.824 -0.968 -0.84
S 5.501 -6.211 -0.747 0.68
C 3.557 -4.386 -1.045 -0.27
C 4.153 -3.432 -0.260 -0.02
C 3.752 -2.110 -0.443 -0.12
N 2.720 -1.746 -1.181 0.05
C 2.099 -2.666 -1.896 -0.12
C 2.513 -4.029 -1.879 -0.01
H 3.113 -7.703 -1.057 0.12
H 1.972 -6.395 -1.162 0.09
H 4.876 -3.735 0.413 0.07
H 4.273 -1.327 0.128 0.12
H 1.236 -2.318 -2.535 0.11
H 2.080 -4.787 -2.523 0.11
```

Output
ΔE to the lowest compared entry with this formula, charge and spin, kJ/mol: 0.0
Charge: 0
E, eV: -133740.685
Max |F|, Eh/bohr: 0.0669

***

DFT (the ωB97M-V functional and the def2-TZVPD basis) results for the ion C3H8N3 with charge +1.

Structure (XYZ):
```
14
Properties=species:S:1:pos:R:3:lowdin_charge:R:1
C -1.432 0.687 0.209 -0.13
C -0.167 -1.198 -0.106 -0.10
C 0.747 -0.001 -0.324 -0.28
N -1.479 -0.642 0.226 0.05
N -0.260 1.187 -0.028 0.11
N 2.009 0.095 0.370 0.11
H -2.407 1.407 0.302 0.22
H -0.145 -1.956 -0.925 0.14
H 0.138 -1.939 0.777 0.18
H 0.966 0.229 -1.431 0.18
H -2.407 -1.023 -0.128 0.20
H 0.022 2.166 -0.290 0.19
H 2.605 0.844 0.063 0.10
H 1.811 0.146 1.284 0.04
```

Output
ΔE to the lowest compared entry with this formula, charge and spin, kJ/mol: 155.0
Charge: +1
E, eV: -7703.672
Max |F|, Eh/bohr: 0.0862

***

DFT (the ωB97M-V functional and the def2-TZVPD basis) results for the molecule C3H8O3S3.

Structure (XYZ):
```
17
Properties=species:S:1:pos:R:3:lowdin_charge:R:1
O 0.347 -0.769 2.543 -0.29
S -0.154 0.254 1.680 0.58
O -1.562 0.312 1.450 -0.28
O 0.337 1.663 2.287 -0.16
H 0.694 1.547 3.170 0.09
C 0.720 0.284 0.097 -0.27
C -0.172 -0.352 -0.947 -0.76
C 0.442 -0.331 -2.338 -0.59
H -0.188 -0.871 -3.043 0.07
H 1.433 -0.783 -2.329 0.08
S 0.682 1.371 -2.950 0.73
H -0.611 1.677 -3.045 -0.14
H -1.140 0.156 -0.945 0.10
S -0.505 -2.107 -0.496 0.79
H -1.323 -1.829 0.512 -0.14
H 1.645 -0.267 0.242 0.11
H 0.918 1.330 -0.124 0.08
```

Output
ΔE to the lowest compared entry with this formula, charge and spin, kJ/mol: 0.0
Charge: 0
E, eV: -41888.589
Max |F|, Eh/bohr: 0.0168